# 1
C7H13N5O2 | ωB97M-V/def2-TZVPD

Each line ends with the Mulliken charge.
Positions of all 27 atoms, in Å:
H  0.4967  -1.3988  -1.5181  0.237
H  -1.7910  -0.2894  2.4737  0.271
N  0.9200  -0.8144  0.3886  0.037
C  3.0752  2.0401  1.1442  -0.593
H  -0.2516  -2.8460  -2.2625  0.258
H  -2.6135  -3.4297  0.4353  0.323
H  -1.5912  2.9210  -1.0602  0.337
N  -1.9765  -2.5832  0.4383  -0.167
H  -1.3755  -4.1741  -1.7009  0.292
C  1.3953  0.4719  0.2414  0.424
N  -1.5692  -0.6149  1.5255  -0.403
N  -0.4650  0.4581  -0.9132  -0.525
H  4.1316  2.1666  0.6460  0.270
C  -2.2145  -1.6985  1.4091  -0.107
C  -0.0597  -1.0310  -0.6549  -0.294
H  -0.2912  3.2380  -2.2543  0.345
C  -0.5717  3.2587  -1.2176  -0.694
O  2.4886  0.7356  0.8528  -0.373
O  0.5117  2.5035  -0.5320  -0.363
N  -0.9340  -3.2531  -1.5501  -0.301
H  -3.1003  -2.1083  1.8804  0.396
C  0.4988  1.2490  -0.4934  0.989
H  1.3469  -1.4550  0.9876  0.206
H  -0.6011  4.2721  -0.7645  0.284
H  2.4340  2.8833  0.8448  0.339
H  3.1895  1.9928  2.1704  0.291
C  -1.0824  -2.4942  -0.5166  0.521

Output
spin multiplicity	1
total charge	+2
relative energy (zero: lowest compared OMol25 entry of this formula, charge and spin)	52.8	kcal/mol
HOMO (alpha / beta)	-17.51 / -17.51	eV

---

# 2
C24H28N4 | ωB97M-V/def2-TZVPD

Each line ends with the Mulliken charge.
Positions of all 56 atoms, in Å:
C  -1.5555  -3.9190  3.1543  -0.512
C  -4.1926  -3.2624  2.7187  -0.679
H  0.0715  -3.6193  1.0812  0.344
C  2.9193  1.3143  -3.2653  -1.429
H  -2.1619  -4.3966  5.1428  0.385
C  -0.8974  1.7234  -1.6950  -0.693
H  4.3826  0.3547  1.1805  0.323
C  -0.9404  -3.3582  0.8253  -0.145
C  2.3610  0.1696  1.8971  0.367
H  -3.0441  4.2856  -2.3137  0.391
H  -0.9118  -0.1331  -2.7621  0.545
N  1.6289  1.6402  -1.2052  1.096
H  2.1568  4.2581  -1.5921  0.348
C  -0.6933  0.3408  1.1745  -2.124
C  -1.3915  0.8250  -2.6604  -0.118
H  3.0788  2.0827  2.5747  0.328
H  3.6742  3.3693  -1.5648  0.334
C  -2.5787  3.3167  -2.4054  -0.727
H  -0.5261  -4.1780  3.3285  0.352
C  2.0590  2.2811  -2.4707  0.537
C  -2.4731  -4.0404  4.1750  -0.532
C  -3.2767  -3.1398  1.6959  -0.391
C  0.2708  1.3855  -0.8756  -0.714
H  3.2452  1.7452  -4.2137  0.420
N  1.7359  0.7034  0.6584  0.891
C  0.3429  0.7608  0.3943  1.995
N  2.4746  1.2462  -0.2988  -1.087
H  4.2044  -0.8498  2.4543  0.430
H  3.6480  -1.1960  0.8101  0.375
H  1.1453  2.5053  -3.0415  0.108
C  3.7249  -0.4207  1.5727  -1.492
C  -0.2057  -2.7842  -1.3998  -0.017
H  -4.5150  -3.8160  4.7554  0.379
H  -1.7078  0.4599  0.8582  0.347
H  2.3812  0.3889  -3.4743  0.353
C  -1.1762  -2.9383  -0.4223  -0.299
C  -3.7951  -3.7141  3.9596  -0.425
N  0.5902  -2.6402  -2.2351  -0.564
H  1.7030  -0.6320  2.2654  0.134
H  -1.1378  3.6895  -0.8785  0.499
H  -2.1755  -2.6771  -0.7195  0.357
H  -0.5243  -0.1100  2.1296  0.262
C  2.4645  1.2633  2.9468  -1.378
H  -5.2262  -3.0107  2.5496  0.389
H  -2.8232  0.4650  -4.1958  0.414
H  3.8081  1.0537  -2.6914  0.339
H  2.9250  0.8972  3.8661  0.416
H  -3.8873  2.6719  -3.9680  0.389
C  2.7881  3.5772  -2.1642  -1.428
H  1.4849  1.6721  3.1950  0.335
H  3.1087  4.0886  -3.0735  0.417
C  -1.5187  2.9837  -1.5957  -0.147
C  -2.4527  1.1665  -3.4652  -0.748
C  -3.0519  2.4094  -3.3389  -0.308
H  -3.6007  -2.7879  0.7330  0.269
C  -1.9366  -3.4711  1.8891  1.084

Output
spin multiplicity	1
total charge	0
relative energy (zero: lowest compared OMol25 entry of this formula, charge and spin)	12.8	kcal/mol
HOMO	-5.78	eV

---

# 3
C5H8F2Si | ωB97M-V/def2-TZVPD

Each line ends with the Mulliken charge.
Positions of all 16 atoms, in Å:
F  0.0714  0.2874  -3.9889  -0.242
H  -1.5000  3.1106  -2.2050  0.277
C  1.1495  -0.5345  -0.3365  -0.453
H  -0.9026  -1.7065  2.7269  0.322
F  0.7986  2.5552  -3.7449  -0.192
C  0.8001  -0.6446  0.8385  0.003
H  -2.1876  1.6040  -3.0194  0.266
C  1.0550  -0.9605  2.2389  -0.256
Si  0.1317  1.4410  -2.8732  0.686
H  -1.6601  1.5409  -1.2906  0.276
H  2.0886  -1.2387  2.4334  0.273
H  1.0500  -0.0019  2.7660  0.230
H  0.3162  -2.4383  3.7530  0.322
C  -1.5573  1.9938  -2.2854  -0.748
H  0.2568  -2.9889  2.2404  0.299
C  0.0896  -2.0191  2.7471  -1.062

Output
spin multiplicity	1
total charge	0
relative energy (zero: lowest compared OMol25 entry of this formula, charge and spin)	118.2	kcal/mol
HOMO (alpha / beta)	-8.64 / -9.47	eV

---

# 4
C2H7BO2 | ωB97M-V/def2-TZVPD

Each line ends with the Mulliken charge.
Positions of all 12 atoms, in Å:
C  -0.8078  -1.8181  0.5576  -0.884
B  1.5789  1.0347  -0.1881  -0.123
H  0.2342  -1.6087  0.9638  0.163
C  -0.0386  2.6979  -1.1568  -0.392
H  0.1758  3.7334  -1.2106  0.266
H  -1.0192  -2.5290  -0.2176  0.255
H  -1.0884  -0.8223  0.2578  0.165
H  2.8230  -0.3378  0.1397  0.342
O  0.9336  1.8743  -0.8216  0.067
H  -0.9457  2.3073  -1.5051  0.285
O  2.5098  0.1997  -0.6146  -0.442
H  -1.4338  -2.0468  1.3944  0.298

Output
spin multiplicity	1
total charge	0
relative energy (zero: lowest compared OMol25 entry of this formula, charge and spin)	113.0	kcal/mol
HOMO (alpha / beta)	-7.90 / -6.93	eV

---

# 5
C7H17BrN | ωB97M-V/def2-TZVPD

Each line ends with the Mulliken charge.
Positions of all 26 atoms, in Å:
H  -0.1563  -2.2049  -0.2437  0.506
N  0.0113  -0.2479  0.1696  -0.197
H  1.9058  1.6055  1.4671  0.428
C  -0.3972  -1.2784  -0.7774  -0.487
H  -1.6102  2.4132  -1.3156  0.431
H  1.3469  0.3765  2.4958  0.381
H  2.9529  0.2958  1.7838  0.385
H  -1.7689  0.9468  -1.9718  0.446
H  -0.4517  -1.8811  -2.6527  0.331
C  -0.9464  -0.3923  1.8432  -0.480
C  -1.6334  1.3776  -1.0186  -1.689
H  -0.6930  0.5497  2.4710  0.494
H  1.2622  -1.2098  -2.3725  0.372
C  -0.2788  1.1983  -0.1975  -0.281
H  -1.5515  -1.0631  -0.8292  0.352
C  1.4026  -0.2905  0.4845  -0.466
H  1.7573  -0.1262  -0.5322  0.528
Br  -0.3377  -2.0719  2.5838  0.004
H  0.0102  -0.0111  -2.5556  0.299
H  0.3668  1.6497  -0.9251  0.459
H  1.6969  -1.4232  0.6526  0.435
C  1.9027  0.6045  1.6341  -1.434
H  -2.1136  -0.4577  1.6700  0.405
H  -0.3787  1.6081  0.7955  0.446
C  0.1944  -1.0704  -2.1612  -1.089
H  -2.4925  1.1028  -0.4980  0.423

Output
spin multiplicity	1
total charge	+1
relative energy (zero: lowest compared OMol25 entry of this formula, charge and spin)	46.8	kcal/mol
HOMO	-14.65	eV

---

# 6
C24H30N4O5 | ωB97M-V/def2-TZVPD

Each line ends with the Mulliken charge.
Positions of all 63 atoms, in Å:
O  5.6577  2.0578  0.8112  -0.629
H  -7.7106  2.9894  0.4240  0.354
H  7.1815  2.7510  -1.3377  0.312
H  8.7429  0.3609  -0.2233  0.306
H  -1.5835  -0.7829  1.7046  0.467
H  -7.7695  1.2531  0.0431  0.321
H  -6.0096  0.8079  1.4044  0.474
C  -2.1259  -3.2287  0.9563  -0.080
C  2.4751  -0.9200  0.4112  0.211
H  -5.6782  3.5798  -1.6313  0.404
C  3.1705  0.2906  0.6630  0.843
H  2.2257  2.1549  0.4350  0.259
H  -2.1770  -3.0713  2.0227  0.432
H  3.6366  -3.3620  -1.5726  0.429
H  2.1193  -3.4515  -0.6774  0.338
C  -2.0169  -3.7390  -1.6988  -0.537
H  1.6691  -2.7604  1.6857  0.464
C  -3.9479  1.3530  1.1685  -0.603
H  3.4131  2.0969  1.7375  0.538
C  -1.4045  -0.8212  0.6211  -0.604
H  7.8853  1.4556  -2.3172  0.294
H  -1.9873  -3.9895  -2.7510  0.399
H  -7.6311  2.4350  -1.2639  0.316
H  1.8140  1.3263  1.9360  0.372
C  -1.4096  1.0615  -0.8003  0.133
C  -5.2455  3.3079  -0.6703  -1.062
C  0.0469  0.6261  -0.6511  1.119
H  8.9378  2.5535  -1.4095  0.369
C  -1.7615  -2.1969  0.1031  0.497
C  -7.3229  2.2043  -0.2455  -0.990
C  -1.7096  -2.4614  -1.2610  -0.401
N  4.5786  -1.2144  -0.2054  0.049
C  7.9888  2.0253  -1.3966  -1.077
H  -1.4331  -1.6864  -1.9601  0.449
N  -2.3550  -4.7260  -0.8861  -0.632
H  8.0013  1.6800  0.7345  0.307
H  -3.9829  0.7011  -0.8705  0.622
O  6.7344  0.3320  -0.1701  -0.387
H  -5.6422  2.4839  1.8717  0.460
N  -5.8807  2.0895  -0.2029  0.117
O  -1.8403  1.9958  -1.4410  -0.687
C  2.6242  1.5390  1.2417  -1.589
C  0.0295  -0.4837  0.2865  -0.841
O  0.9918  1.1148  -1.2312  -0.685
C  5.6385  0.9456  0.3427  0.314
H  3.6381  -3.9454  0.0890  0.322
C  3.3861  -1.8312  -0.1191  0.082
N  -2.1524  0.2091  -0.0594  0.474
C  -3.5815  0.3412  0.0798  -1.074
H  -3.3507  2.2526  1.0173  0.368
C  7.9374  1.0982  -0.1908  -0.250
C  -2.4086  -4.4709  0.4088  -0.482
H  -5.3863  4.1493  0.0264  0.332
C  -5.4355  1.6961  1.1221  -1.094
H  -4.0088  -0.6404  0.2977  0.246
C  4.4826  0.0695  0.2737  -0.211
H  -2.6929  -5.3046  1.0376  0.410
H  -4.1812  3.1419  -0.8194  0.248
H  5.4267  -1.6004  -0.5877  0.224
C  1.0832  -1.2269  0.6995  1.105
C  3.1797  -3.2269  -0.5934  -1.633
O  0.8359  -2.3420  1.4320  -0.544
H  -3.7088  0.9535  2.1568  0.311

Output
spin multiplicity	1
total charge	0
relative energy (zero: lowest compared OMol25 entry of this formula, charge and spin)	56.6	kcal/mol
HOMO	-8.45	eV

---

> Among the records above, which one has the highest relative energy (zero: lowest compared OMol25 entry of this formula, charge and spin)?

C5H8F2Si

---

> Which value of relative energy (zero: lowest compared OMol25 entry of this formula, charge and spin) does entry 3 give?

118.2 kcal/mol

---

Copy entry 3 word for word.
C5H8F2Si | ωB97M-V/def2-TZVPD

Each line ends with the Mulliken charge.
Positions of all 16 atoms, in Å:
F  0.0714  0.2874  -3.9889  -0.242
H  -1.5000  3.1106  -2.2050  0.277
C  1.1495  -0.5345  -0.3365  -0.453
H  -0.9026  -1.7065  2.7269  0.322
F  0.7986  2.5552  -3.7449  -0.192
C  0.8001  -0.6446  0.8385  0.003
H  -2.1876  1.6040  -3.0194  0.266
C  1.0550  -0.9605  2.2389  -0.256
Si  0.1317  1.4410  -2.8732  0.686
H  -1.6601  1.5409  -1.2906  0.276
H  2.0886  -1.2387  2.4334  0.273
H  1.0500  -0.0019  2.7660  0.230
H  0.3162  -2.4383  3.7530  0.322
C  -1.5573  1.9938  -2.2854  -0.748
H  0.2568  -2.9889  2.2404  0.299
C  0.0896  -2.0191  2.7471  -1.062

Output
spin multiplicity	1
total charge	0
relative energy (zero: lowest compared OMol25 entry of this formula, charge and spin)	118.2	kcal/mol
HOMO (alpha / beta)	-8.64 / -9.47	eV

---

> Which value of total charge does entry 2 give?

0